# 1
This record from the Open Molecules 2025 dataset describes 2 unconnected molecules or ions with the total composition C2H4N3OS in a non-equilibrium geometry. The level of theory is wB97M-V/def2-TZVPD.

Properties
* energy: -19483.663 eV
* frontier orbital gap: 0.308 Eh
* energy above the lowest of the compared OMol25 structures with the same formula, charge and spin: 12.1 kcal/mol
* LUMO energy: -0.242 Ha
* highest occupied orbital energy: -0.550 hartree
* total charge: +1

Last column: Löwdin charge in e.
Element x y z (Å)
1 C -0.4394 0.7064 0.4694  -0.763
2 C -0.2198 -0.1060 1.7332  -0.279
3 N -2.2206 -0.8315 -0.8000  0.051
4 N -3.3045 -0.6998 -0.7328  0.145
5 N 0.2149 0.0988 -0.7601  0.168
6 O 0.1628 -1.2239 1.7704  0.135
7 S -1.4362 1.9216 0.4146  0.978
8 H -0.6321 0.3250 2.6268  0.122
9 H 1.2071 -0.0028 -0.9235  0.176
10 H -0.2860 0.6749 -1.4730  0.147
11 H -0.0440 -0.8887 -0.6929  0.120

# 2
This record from the Open Molecules 2025 dataset describes a single C2H4N3P molecule in a non-equilibrium geometry. The level of theory is wB97M-V/def2-TZVPD.

Properties
* energy: -15895.480 eV
* frontier orbital gap: 0.377 Eh
* energy above the lowest of the compared OMol25 structures with the same formula, charge and spin: 38.0 kcal/mol
* LUMO energy: 0.040 Ha
* highest occupied orbital energy: -0.337 hartree

Last column: Löwdin charge in e.
Element x y z (Å)
1 P -2.1934 -0.0334 -0.3653  0.808
2 C -0.4238 -0.2308 -0.1614  -0.588
3 C 0.6335 0.8645 0.4310  -0.124
4 N 1.7862 0.4448 0.1110  0.011
5 N 1.5911 -0.7385 -0.4589  -0.130
6 N 0.3695 -1.1303 -0.6467  -0.006
7 H -2.0445 1.0284 0.4215  -0.163
8 H -2.5729 -0.8783 0.7932  -0.077
9 H 0.4329 1.8683 0.8084  0.087
10 H 2.4214 -1.1949 -0.9329  0.183

# 3
This record from the Open Molecules 2025 dataset describes a gas-phase ion, C2H4N3S (charge +1) in a non-equilibrium geometry. The level of theory is wB97M-V/def2-TZVPD.

Properties
* energy: -17434.843 eV
* frontier orbital gap: 0.352 Eh
* energy above the lowest of the compared OMol25 structures with the same formula, charge and spin: 20.6 kcal/mol
* LUMO energy: -0.208 Ha
* highest occupied orbital energy: -0.560 hartree
* total charge: +1

Last column: Löwdin charge in e.
Element x y z (Å)
1 C -0.5471 0.9257 -1.3900  -0.376
2 C 1.2955 0.4748 0.1062  -0.175
3 N -0.8601 0.0174 -0.5508  0.024
4 N 0.0394 -0.3145 0.2917  -0.223
5 N -0.3116 -1.1369 1.3315  0.132
6 S 1.0648 1.4693 -1.2390  1.181
7 H -1.3586 1.2316 -2.0602  0.122
8 H 2.0535 0.5219 0.7938  0.069
9 H -0.0964 -2.1045 1.1095  0.125
10 H -1.2796 -1.0849 1.6073  0.121